(1)
# C5H4N

A gas-phase ion, C5H4N (charge +1) in a non-equilibrium geometry (ωB97M-V/def2-TZVPD, OMol25).

charge	+1
orbital gap (alpha / beta)	6.749 / 8.606	eV
E	-6723.5659	eV
E_HOMO (alpha / beta)	-12.194 / -15.511	eV
2S+1	3

Each line ends with the Mulliken spin population.
Positions of all 10 atoms, in Å:
C 3.1700 0.1914 0.0605  0.42
C -0.2159 -1.1125 0.2874  0.74
C 0.8434 -0.4665 -0.1743  0.17
C -1.5017 -0.4932 -0.1539  0.01
C -0.4109 0.6404 0.0439  0.63
N 2.1334 -0.2889 -0.1048  -0.05
H 4.2997 0.3387 0.0676  0.01
H -1.9005 -0.7968 -1.1362  0.02
H -2.4591 -0.5642 0.4571  0.01
H -0.2137 1.1860 0.9574  0.05


(2)
# C40H40N2O4S3SiSn

A molecular structure, C40H40N2O4S3SiSn (ωB97M-V/def2-TZVPD, OMol25).

orbital gap	6.962	eV
E	-99512.9282	eV
E_HOMO	-6.629	eV
2S+1	1

Each line ends with the Löwdin charge.
Positions of all 91 atoms, in Å:
Sn 1.2853 1.2884 -0.3479  1.20
C 0.0652 -1.4067 8.1644  -0.05
C 0.1487 -1.1059 6.6916  -0.27
C 0.4600 0.1729 6.2427  -0.03
C 0.5595 0.4536 4.8866  -0.04
C 0.3444 -0.5635 3.9686  -0.29
C 0.0264 -1.8469 4.3930  -0.06
C -0.0713 -2.1085 5.7483  -0.04
S 0.5473 -0.2746 2.2400  0.48
O -0.5733 -0.9092 1.5664  -0.38
O 0.5648 1.1972 2.1017  -0.46
N 1.8499 -0.9262 1.7221  -0.15
C 3.1084 -0.5123 2.1880  -0.41
C 3.5655 -0.8636 3.4662  -0.02
C 4.8334 -0.4858 3.8518  -0.08
C 5.6331 0.2193 2.9594  -0.09
C 5.1017 0.5050 1.7156  -0.15
N 3.8740 0.1556 1.3315  0.09
H -0.2481 -0.5284 8.7285  0.08
H 1.0378 -1.7179 8.5524  0.08
H -0.6413 -2.2122 8.3642  0.08
H 0.6241 0.9651 6.9644  0.11
H 0.7915 1.4494 4.5341  0.11
H -0.1456 -2.6257 3.6610  0.12
H -0.3255 -3.1078 6.0834  0.11
H 2.9225 -1.4303 4.1264  0.10
H 5.2015 -0.7428 4.8377  0.10
H 6.6364 0.5290 3.2172  0.09
H 5.6867 1.0472 0.9798  0.10
O 1.5197 2.1054 -2.8652  -0.67
S 1.2691 2.0038 -4.3476  1.00
C 0.7992 0.2996 -4.6867  -0.33
C -0.2868 -0.2151 -3.7570  -0.24
C -0.2783 -1.7444 -3.6130  -0.19
C -0.6685 -2.2154 -2.2156  -0.28
S 0.6879 -2.0933 -1.0214  1.04
O 1.3915 -0.7755 -1.3283  -0.71
C 1.7771 -3.2986 -1.7397  -0.38
C 2.9209 -2.8813 -2.3972  -0.07
C 3.7652 -3.8393 -2.9440  -0.06
C 3.4625 -5.1880 -2.8242  -0.08
C 2.3209 -5.5919 -2.1400  -0.07
C 1.4753 -4.6450 -1.5849  -0.08
C -0.2961 2.8246 -4.6378  -0.38
C -1.2198 2.4144 -5.5915  -0.09
C -2.3875 3.1451 -5.7645  -0.07
C -2.6240 4.2771 -4.9971  -0.08
C -1.6873 4.6895 -4.0596  -0.07
C -0.5185 3.9675 -3.8799  -0.10
H 1.7406 -0.2356 -4.5361  0.09
H 0.5570 0.2378 -5.7491  0.09
H -1.2659 0.1257 -4.0856  0.10
H -0.1164 0.2334 -2.7803  0.04
H 0.7109 -2.1447 -3.8551  0.10
H -0.9690 -2.1925 -4.3309  0.12
H -0.9437 -3.2723 -2.1959  0.10
H -1.4881 -1.6368 -1.7862  0.07
H 3.1446 -1.8239 -2.4530  0.11
H 4.6647 -3.5289 -3.4593  0.11
H 4.1233 -5.9299 -3.2533  0.10
H 2.0975 -6.6447 -2.0285  0.11
H 0.5954 -4.9512 -1.0301  0.12
H -1.0545 1.5309 -6.1916  0.10
H -3.1154 2.8233 -6.4978  0.11
H -3.5439 4.8326 -5.1239  0.11
H -1.8717 5.5693 -3.4573  0.11
H 0.2041 4.2604 -3.1294  0.11
C -2.0480 4.2310 3.2218  -0.10
C -1.2406 4.6375 2.1674  -0.09
C -1.1113 3.8286 1.0472  -0.14
C -1.7782 2.6015 0.9468  -0.35
C -2.5844 2.2162 2.0159  -0.10
C -2.7216 3.0202 3.1400  -0.09
Si -1.3878 1.5627 -0.5734  0.60
C -2.7548 0.3215 -0.9039  -0.34
C -3.4773 0.3719 -2.1004  -0.13
C -4.4906 -0.5404 -2.3676  -0.09
C -4.8071 -1.5221 -1.4367  -0.10
C -4.0996 -1.5911 -0.2433  -0.08
C -3.0789 -0.6849 0.0151  -0.12
H -2.1545 4.8563 4.0993  0.10
H -0.7141 5.5827 2.2190  0.10
H -0.4820 4.1678 0.2272  0.09
H -3.1214 1.2748 1.9776  0.09
H -3.3522 2.6962 3.9590  0.10
H -1.6003 2.5506 -1.6696  -0.02
H -3.2594 1.1534 -2.8223  0.09
H -5.0416 -0.4795 -3.2987  0.10
H -5.6054 -2.2256 -1.6385  0.10
H -4.3385 -2.3560 0.4852  0.10
H -2.5053 -0.7798 0.9318  0.07


(3)
# H20HeO10

A molecular structure, H20HeO10 (ωB97M-V/def2-TZVPD, OMol25).

orbital gap	9.768	eV
E	-20879.1949	eV
E_HOMO	-9.929	eV
2S+1	1

Each line ends with the natural charge from an NBO analysis.
Positions of all 31 atoms, in Å:
He 15.5570 5.8662 8.7633  0.00
O 12.8222 6.0109 10.3994  -0.97
H 13.4314 5.7796 11.1005  0.49
H 12.4582 6.8549 10.6665  0.48
O 15.4315 7.4468 6.4342  -0.96
H 15.9393 7.6410 7.2220  0.48
H 14.5762 7.8451 6.5956  0.50
O 18.3103 3.6736 8.9937  -0.97
H 18.1809 4.2844 8.2682  0.50
H 18.5002 2.8359 8.5713  0.47
O 17.6847 7.7746 8.6153  -0.96
H 17.7113 8.6514 8.2321  0.48
H 18.0777 7.8794 9.4818  0.50
O 16.0706 3.8363 10.5869  -1.00
H 16.9084 3.7296 10.1364  0.49
H 15.4286 3.9230 9.8823  0.48
O 14.0812 3.6183 8.7814  -0.96
H 13.7426 2.7365 8.6264  0.49
H 13.3063 4.1798 8.7622  0.49
O 14.6571 8.6159 12.3154  -0.94
H 15.3708 9.1997 12.5724  0.47
H 14.7519 8.5237 11.3674  0.47
O 12.6171 8.0284 7.2683  -0.95
H 12.2382 7.6468 6.4764  0.48
H 12.6071 7.3154 7.9068  0.48
O 14.6668 4.8739 5.9504  -0.99
H 14.5267 4.3913 6.7650  0.47
H 15.0190 5.7190 6.2296  0.48
O 18.3532 5.5774 7.0636  -0.96
H 17.7695 5.2786 6.3662  0.48
H 17.8930 6.3162 7.4617  0.49


(4)
# C3H4N2S2

C3H4N2S2 in the gas phase in a non-equilibrium geometry (ωB97M-V/def2-TZVPD, OMol25).

orbital gap	8.404	eV
E	-27826.1251	eV
SMILES string	S=c1[nH]ccn1S
E_HOMO	-7.822	eV
2S+1	1

Each line ends with the natural charge from an NBO analysis.
Positions of all 11 atoms, in Å:
C 0.0929 0.6429 -1.1363  -0.08
C 0.5704 -0.6115 -1.3384  -0.08
C -0.0862 -0.4674 0.8385  0.22
H -1.0506 1.4829 2.1419  0.18
H 0.0259 1.4880 -1.8031  0.24
H 0.9465 -1.0601 -2.2197  0.23
H 0.7065 -2.2178 0.0748  0.43
N -0.2949 0.7171 0.1893  -0.49
N 0.4506 -1.2678 -0.1208  -0.53
S -0.9628 2.1278 0.9354  0.17
S -0.3982 -0.8342 2.4384  -0.28


Question: What is the 2S+1 in the second record?
Answer: 1


Question: What is the formula in the second record?
Answer: C40H40N2O4S3SiSn


Repeat the third record exactly.
# H20HeO10

A molecular structure, H20HeO10 (ωB97M-V/def2-TZVPD, OMol25).

orbital gap	9.768	eV
E	-20879.1949	eV
E_HOMO	-9.929	eV
2S+1	1

Each line ends with the natural charge from an NBO analysis.
Positions of all 31 atoms, in Å:
He 15.5570 5.8662 8.7633  0.00
O 12.8222 6.0109 10.3994  -0.97
H 13.4314 5.7796 11.1005  0.49
H 12.4582 6.8549 10.6665  0.48
O 15.4315 7.4468 6.4342  -0.96
H 15.9393 7.6410 7.2220  0.48
H 14.5762 7.8451 6.5956  0.50
O 18.3103 3.6736 8.9937  -0.97
H 18.1809 4.2844 8.2682  0.50
H 18.5002 2.8359 8.5713  0.47
O 17.6847 7.7746 8.6153  -0.96
H 17.7113 8.6514 8.2321  0.48
H 18.0777 7.8794 9.4818  0.50
O 16.0706 3.8363 10.5869  -1.00
H 16.9084 3.7296 10.1364  0.49
H 15.4286 3.9230 9.8823  0.48
O 14.0812 3.6183 8.7814  -0.96
H 13.7426 2.7365 8.6264  0.49
H 13.3063 4.1798 8.7622  0.49
O 14.6571 8.6159 12.3154  -0.94
H 15.3708 9.1997 12.5724  0.47
H 14.7519 8.5237 11.3674  0.47
O 12.6171 8.0284 7.2683  -0.95
H 12.2382 7.6468 6.4764  0.48
H 12.6071 7.3154 7.9068  0.48
O 14.6668 4.8739 5.9504  -0.99
H 14.5267 4.3913 6.7650  0.47
H 15.0190 5.7190 6.2296  0.48
O 18.3532 5.5774 7.0636  -0.96
H 17.7695 5.2786 6.3662  0.48
H 17.8930 6.3162 7.4617  0.49